(1)
The following is a DFT calculation (the ωB97M-V functional and the def2-TZVPD basis) of C21H26GeN4O11Sr as an isolated structure.

As for the charge: 0. The value obtained for the molar mass is 670.69 g/mol. As for the total energy: -3970.14194 hartree. The energy above the lowest of the compared OMol25 structures with the same formula, charge and spin comes out at 32.0 kcal/mol. The gap between HOMO and LUMO comes out at 8.6 eV. Its LUMO energy is -0.3592 eV.

Last column: natural (NBO) charge in e.
Positions of all 64 atoms, in Å:
1 Sr 3.145 -1.924 0.302  1.8775
2 O 2.543 -2.283 2.862  -0.6495
3 C 1.508 -1.708 2.569  0.8170
4 O 1.590 -0.511 2.006  -0.8450
5 C 0.187 -2.394 2.533  -0.2969
6 C -0.741 -2.431 3.537  -0.1246
7 C -1.923 -3.137 3.320  -0.0621
8 C -2.154 -3.800 2.132  -0.1181
9 C -1.212 -3.740 1.125  -0.1074
10 C 0.026 -3.057 1.268  0.5104
11 O 0.968 -3.009 0.413  -0.8525
12 N -1.533 -4.432 -0.122  0.5372
13 O -2.198 -5.446 -0.047  -0.3756
14 O -1.138 -3.940 -1.162  -0.3836
15 N -2.940 -3.158 4.363  0.5369
16 O -2.720 -2.517 5.375  -0.3949
17 O -3.950 -3.803 4.161  -0.3798
18 H -0.587 -1.928 4.481  0.2566
19 H -3.069 -4.355 1.986  0.2754
20 C -0.296 -1.198 -2.826  -0.6724
21 C 1.086 -0.659 -2.896  0.4225
22 N 2.029 -0.848 -1.997  -0.5715
23 C 3.134 -0.142 -2.423  0.0831
24 C 2.868 0.474 -3.603  -0.0787
25 N 1.553 0.115 -3.902  -0.5185
26 C 3.736 1.315 -4.440  0.7609
27 O 3.399 1.382 -5.759  -0.6725
28 O 4.669 1.925 -4.016  -0.5232
29 C 4.252 -0.344 -1.435  0.7142
30 O 4.884 -1.421 -1.539  -0.7545
31 O 4.138 0.324 -0.378  -0.7640
32 H -0.353 -1.926 -2.021  0.2804
33 H -0.576 -1.690 -3.758  0.2347
34 H -1.013 -0.397 -2.634  0.2278
35 H 0.980 0.510 -4.628  0.4240
36 H 2.854 0.627 -6.012  0.4785
37 C -0.167 3.412 -2.576  -0.6022
38 C 0.405 2.424 -1.569  -0.4047
39 C 0.658 3.053 -0.205  -0.3967
40 C 1.266 2.072 0.800  -0.8644
41 Ge 0.178 0.544 1.315  1.5717
42 C -1.024 0.876 2.814  -0.8662
43 C -1.822 2.185 2.725  -0.3967
44 C -3.103 2.071 1.901  -0.3963
45 C -2.882 1.637 0.456  -0.6197
46 H -0.346 2.943 -3.545  0.1994
47 H 0.516 4.248 -2.734  0.2127
48 H -1.118 3.821 -2.228  0.2044
49 H 1.351 2.014 -1.936  0.2078
50 H -0.279 1.574 -1.459  0.1862
51 H -0.272 3.484 0.181  0.1910
52 H 1.347 3.894 -0.330  0.2145
53 H 1.518 2.580 1.734  0.2384
54 H 2.200 1.664 0.402  0.2724
55 H -0.346 -0.359 0.194  -0.1760
56 H -0.366 0.899 3.688  0.2426
57 H -1.698 0.028 2.947  0.2391
58 H -1.195 2.988 2.320  0.1948
59 H -2.089 2.498 3.737  0.2177
60 H -3.610 3.039 1.914  0.2091
61 H -3.777 1.364 2.392  0.2028
62 H -2.149 2.277 -0.044  0.1969
63 H -3.807 1.693 -0.118  0.2262
64 H -2.535 0.603 0.391  0.2036

Atomic forces in eV per Å
-0.02 -0.10 0.01
0.00 0.01 0.01
0.03 -0.01 -0.01
-0.01 0.03 0.03
-0.01 0.01 0.00
0.00 0.00 0.00
0.00 -0.01 -0.02
0.00 0.01 0.03
0.00 -0.01 -0.03
0.01 0.01 0.02
-0.03 0.01 -0.02
0.00 0.01 0.01
0.00 0.00 0.00
0.00 0.00 0.00
-0.01 0.00 0.00
0.00 0.00 0.00
0.00 0.00 0.00
0.00 0.00 0.00
0.00 0.00 -0.01
0.00 -0.01 0.00
0.01 -0.02 -0.03
0.01 0.04 0.06
0.00 0.00 -0.02
0.00 0.00 0.00
-0.01 -0.02 0.00
0.01 0.00 -0.01
0.00 0.00 0.00
-0.01 0.00 0.00
-0.01 0.03 0.01
-0.02 0.03 -0.01
0.01 0.02 0.00
0.00 0.01 0.00
0.00 0.01 0.00
0.00 0.00 0.00
0.00 0.00 0.00
0.00 0.00 0.00
0.00 0.00 -0.01
0.00 0.00 0.01
0.01 0.00 0.00
-0.01 0.00 -0.01
0.01 0.00 0.01
-0.01 -0.01 0.00
0.00 0.00 -0.01
0.00 0.00 0.00
0.00 -0.01 -0.01
0.00 0.00 0.00
0.00 0.00 0.00
0.00 0.00 0.00
0.00 0.00 0.00
0.00 0.00 0.00
0.00 0.00 0.00
0.01 0.00 0.00
0.00 0.00 0.00
0.00 0.00 0.00
0.00 0.00 0.00
0.00 0.00 0.00
0.00 0.00 0.00
0.00 0.00 0.00
0.00 0.00 0.00
0.00 0.00 0.00
0.00 0.00 0.00
0.00 0.00 0.00
0.00 0.00 0.00
0.00 0.00 0.00

***

(2)
The following is a DFT calculation (the ωB97M-V functional and the def2-TZVPD basis) of C21H26IIrN3 as an isolated structure.

As for the charge: +2. The value obtained for the molar mass is 639.58 g/mol. As for the total energy: -1381.23338 hartree. The energy above the lowest of the compared OMol25 structures with the same formula, charge and spin comes out at 60.6 kcal/mol. The gap between HOMO and LUMO (spin up / spin down) comes out at 3.9 / 4.8 eV. The spin multiplicity is 6. Its LUMO energy (spin up / spin down) is -7.1098 / -9.7645 eV.

Last column: natural (NBO) charge in e.
Positions of all 52 atoms, in Å:
1 C 1.283 1.872 0.574  -0.6134
2 C -0.088 2.355 0.650  -0.6572
3 H 1.537 1.884 1.621  0.2781
4 H 1.739 2.539 -0.174  0.2153
5 H 1.633 0.770 0.342  0.1866
6 H -1.000 1.613 0.769  0.2380
7 H -0.208 2.908 1.612  0.2716
8 H -0.302 2.883 -0.351  0.1790
9 C 2.000 -2.341 0.204  0.0667
10 C 2.413 -3.559 0.727  -0.2686
11 C 1.442 -4.531 0.927  -0.1287
12 C 0.082 -4.325 0.682  -0.2032
13 H 2.576 -1.443 0.035  0.2100
14 H 3.468 -3.700 0.928  0.2552
15 H 1.714 -5.489 1.303  0.2450
16 H -0.738 -5.066 0.834  0.2408
17 N 0.672 -2.191 -0.099  -0.6264
18 C -0.319 -3.095 0.168  0.1853
19 C -1.694 -2.679 -0.087  0.0660
20 N -1.845 -1.408 -0.543  -0.4764
21 C -3.058 -0.789 -0.764  0.0602
22 C -4.067 -2.881 -0.278  -0.1377
23 C -4.211 -1.566 -0.667  -0.2645
24 H -2.975 0.269 -1.031  0.2248
25 H -5.152 -1.072 -0.953  0.2614
26 C -2.851 -3.455 0.071  -0.1735
27 H -2.693 -4.484 0.412  0.2442
28 H -4.923 -3.486 -0.211  0.2434
29 Ir -0.161 -0.415 -0.408  1.1120
30 I -0.686 -0.578 2.237  0.0080
31 C 1.197 4.523 -1.770  -0.4687
32 N 1.419 3.134 -2.167  0.0386
33 C 2.783 2.912 -2.686  -0.4855
34 C 0.343 2.481 -2.901  -0.3025
35 C 0.630 1.032 -3.253  -0.1193
36 C 1.188 0.848 -4.515  -0.1434
37 C 1.355 -0.415 -5.022  -0.1839
38 C 0.959 -1.580 -4.310  -0.1679
39 C 0.412 -1.396 -3.030  -0.2118
40 C 0.326 -0.113 -2.462  -0.2692
41 H 1.153 5.195 -2.624  0.2791
42 H 2.013 4.791 -1.098  0.2524
43 H 0.271 4.565 -1.218  0.2482
44 H 2.971 1.828 -2.801  0.2635
45 H 2.936 3.425 -3.668  0.2804
46 H 3.530 3.299 -1.965  0.2574
47 H -0.551 2.575 -2.283  0.2521
48 H 0.155 3.020 -3.840  0.2838
49 H 1.360 1.786 -5.113  0.2150
50 H 1.764 -0.498 -6.027  0.2473
51 H 1.080 -2.608 -4.706  0.2577
52 H 0.087 -2.268 -2.456  0.2348

Atomic forces in eV per Å
1.47 -2.21 -0.21
-4.97 0.06 -1.11
1.64 0.33 0.08
1.00 -0.50 1.09
-0.99 1.09 -0.34
1.94 1.27 -0.44
-0.08 0.46 -1.27
-0.33 -0.18 2.24
-1.08 -1.82 0.57
0.78 2.36 -0.88
-2.06 -0.88 0.08
-0.08 -0.64 0.05
0.46 -0.30 -0.04
-0.20 -0.22 0.14
0.33 -0.55 0.26
1.33 0.35 0.14
1.22 -0.21 0.12
-1.19 -0.46 -0.31
1.43 -1.47 0.19
-0.11 1.60 -1.06
-0.36 -1.38 0.10
1.08 -1.87 0.89
1.06 3.38 -0.97
-0.40 -0.54 0.03
0.41 -0.65 0.38
0.03 0.32 -0.32
-0.67 0.46 -0.17
-1.04 -0.69 0.09
-0.68 2.20 -0.54
0.29 0.50 0.55
0.06 -0.71 1.34
1.26 1.69 -2.90
0.71 -0.82 0.86
-0.43 -1.45 1.17
0.06 -0.36 0.29
-0.77 1.24 0.13
0.21 -1.71 -0.67
0.08 0.83 0.12
0.52 -0.17 -0.58
-0.66 0.70 0.93
0.11 -0.10 -0.34
-0.03 0.28 -0.19
-0.36 0.27 0.01
-0.21 0.63 -0.12
-0.42 -0.26 0.64
-0.52 0.03 -0.38
-0.12 0.04 -0.15
0.22 0.33 0.17
0.08 -1.33 0.33
-0.04 -0.21 0.21
-0.12 0.98 0.10
0.19 0.28 -0.33

***

(3)
The following is a DFT calculation (the ωB97M-V functional and the def2-TZVPD basis) of C21H26N10O8S2Ti as an isolated structure.

As for the charge: 0. The value obtained for the molar mass is 658.50 g/mol. As for the total energy: -3611.13912 hartree. The energy above the lowest of the compared OMol25 structures with the same formula, charge and spin comes out at 48.3 kcal/mol. The gap between HOMO and LUMO (spin up / spin down) comes out at 6.9 / 8.1 eV. The spin multiplicity is 3. Its LUMO energy (spin up / spin down) is -0.4263 / -0.4966 eV.

Last column: natural (NBO) charge in e.
Positions of all 68 atoms, in Å:
1 Ti 0.158 1.129 -0.938  1.6380
2 N 4.313 -2.546 -4.258  -0.7890
3 C 4.129 -1.619 -3.250  0.1911
4 C 4.708 -1.808 -1.992  -0.2981
5 C 4.482 -0.901 -0.971  -0.0974
6 C 3.667 0.200 -1.182  -0.4088
7 C 3.099 0.405 -2.435  -0.1723
8 C 3.317 -0.498 -3.455  -0.2559
9 S 3.434 1.352 0.141  2.3429
10 O 3.727 2.671 -0.335  -0.9186
11 O 4.129 0.844 1.289  -0.9381
12 N 1.806 1.182 0.348  -0.9801
13 C 1.126 1.778 1.356  0.5965
14 N -0.215 1.696 1.099  -0.6203
15 C -1.057 2.254 1.964  0.1380
16 C -0.595 2.861 3.108  -0.3744
17 C 0.788 2.894 3.278  0.1456
18 N 1.654 2.377 2.421  -0.4655
19 H 5.116 -3.147 -4.178  0.3845
20 H 4.128 -2.237 -5.197  0.3852
21 H 5.336 -2.673 -1.818  0.2142
22 H 4.927 -1.043 0.006  0.2398
23 H 2.495 1.281 -2.649  0.2386
24 H 2.860 -0.335 -4.424  0.2167
25 H -2.110 2.205 1.714  0.2276
26 H -1.264 3.310 3.826  0.2274
27 H 1.222 3.375 4.149  0.2033
28 N -2.869 -0.112 -2.829  -0.6434
29 N -3.553 0.932 -2.205  -0.4444
30 C -2.861 2.060 -1.861  0.5965
31 N -3.573 3.109 -1.410  -0.8142
32 N -1.560 2.033 -1.994  -0.4867
33 N -0.767 3.103 -1.659  0.4064
34 O -1.132 4.168 -1.102  -0.4782
35 O 0.524 2.809 -1.925  -0.5727
36 H -3.478 -0.580 -3.482  0.3690
37 H -2.428 -0.766 -2.189  0.3854
38 H -4.351 0.716 -1.624  0.3685
39 H -4.556 3.165 -1.599  0.4053
40 H -3.035 3.920 -1.127  0.4486
41 C -3.706 1.660 2.354  -0.6653
42 C -2.921 0.379 2.266  -0.0319
43 C -2.097 -0.026 3.314  -0.1603
44 C -1.416 -1.231 3.258  -0.1716
45 C -1.559 -2.036 2.138  -0.3659
46 C -2.359 -1.648 1.072  -0.1872
47 C -3.032 -0.438 1.144  -0.1748
48 S -0.727 -3.592 2.059  2.3236
49 O -1.212 -4.254 0.880  -0.9392
50 O -0.782 -4.263 3.325  -0.9335
51 N 0.825 -3.087 1.900  -0.8747
52 C 1.195 -2.198 0.802  -0.2313
53 C 0.994 -2.725 -0.637  -0.5514
54 C -0.133 -2.024 -1.370  0.8309
55 O -0.982 -2.592 -2.013  -0.5997
56 O -0.154 -0.704 -1.222  -0.8376
57 H -3.302 2.326 3.117  0.2210
58 H -4.746 1.454 2.614  0.2421
59 H -3.706 2.194 1.402  0.2191
60 H -1.995 0.607 4.187  0.2124
61 H -0.785 -1.556 4.075  0.2445
62 H -2.449 -2.296 0.209  0.2626
63 H -3.667 -0.132 0.320  0.1903
64 H 1.459 -3.842 2.131  0.4122
65 H 2.231 -1.910 0.973  0.2317
66 H 0.612 -1.288 0.942  0.2208
67 H 0.770 -3.789 -0.641  0.2559
68 H 1.906 -2.552 -1.212  0.2464

Atomic forces in eV per Å
-0.16 -0.43 -0.16
-0.01 -0.02 0.00
-0.02 0.00 0.03
0.00 0.01 0.00
-0.11 -0.09 0.06
0.00 0.10 0.03
-0.08 0.06 -0.08
0.00 -0.06 0.01
-0.01 -0.16 0.04
-0.05 0.04 -0.03
0.02 -0.07 0.02
0.15 0.11 -0.10
-0.04 -0.09 -0.06
0.36 0.18 -0.12
0.35 0.39 -0.53
0.21 0.10 0.02
-0.06 -0.02 -0.02
0.06 -0.03 0.03
0.00 0.00 -0.01
0.00 0.00 0.00
0.02 0.01 0.00
0.02 0.00 -0.01
0.06 0.10 0.13
0.01 0.00 0.00
1.51 0.60 -0.25
-0.01 0.04 0.02
0.00 0.01 0.01
0.07 0.03 0.00
-0.10 0.05 -0.08
0.11 0.03 -0.11
-0.07 -0.07 0.27
0.19 -0.47 0.21
-0.32 0.46 -0.32
0.03 -0.02 0.01
-0.04 -0.27 0.39
-0.02 0.00 0.01
-0.01 -0.04 -0.03
-0.03 0.04 -0.01
0.01 0.03 -0.09
-0.02 0.05 -0.05
-1.07 -0.28 0.35
-0.42 -0.58 0.08
-0.14 -0.24 0.16
-0.04 0.07 0.03
-0.12 -0.01 -0.12
0.04 0.01 0.11
-0.04 0.07 0.10
0.07 0.06 0.09
0.01 -0.03 0.01
-0.06 0.00 -0.07
-0.04 -0.13 0.00
0.02 0.07 -0.07
-0.06 0.08 0.07
-0.16 0.08 0.12
-0.01 -0.07 -0.07
0.29 0.39 0.04
-0.19 -0.07 0.06
-0.04 -0.04 0.01
-0.35 -0.05 -0.02
-0.01 -0.04 -0.02
-0.01 0.01 0.00
0.00 -0.02 0.00
0.02 -0.01 0.04
0.05 0.05 -0.01
0.01 -0.05 0.00
0.09 0.06 -0.04
0.06 -0.02 -0.03
0.03 0.03 -0.05

***

(4)
The following is a DFT calculation (the ωB97M-V functional and the def2-TZVPD basis) of one molecule with the formula C21H26N2O8S.

As for the charge: 0. The value obtained for the molar mass is 466.51 g/mol. As for the total energy: -1925.38092 hartree. The energy above the lowest of the compared OMol25 structures with the same formula, charge and spin comes out at 59.5 kcal/mol. The gap between HOMO and LUMO comes out at 8.5 eV. Its structure (SMILES) is COc1ccc(NC(=O)c2cc(OC)c(OC)cc2OC)c(S(=O)(=O)N2CCOCC2)c1. Its LUMO energy is 0.4293 eV.

Last column: natural (NBO) charge in e.
Positions of all 58 atoms, in Å:
1 C -0.575 5.506 0.251  -0.2539
2 O -1.406 4.414 0.582  -0.4899
3 C -1.174 3.223 -0.024  0.2908
4 C -2.057 2.183 0.285  -0.2189
5 C -1.895 0.932 -0.264  -0.2279
6 C -0.831 0.659 -1.131  0.2502
7 N -0.638 -0.611 -1.660  -0.6370
8 C -0.662 -1.819 -1.014  0.6806
9 O -0.419 -2.835 -1.632  -0.5995
10 C -1.026 -1.840 0.429  -0.2430
11 C -1.989 -2.771 0.820  -0.2318
12 C -2.390 -2.892 2.136  0.2198
13 O -3.335 -3.756 2.597  -0.4835
14 C -3.930 -4.637 1.675  -0.2516
15 C -1.787 -2.061 3.106  0.3714
16 O -2.233 -2.223 4.376  -0.4878
17 C -1.666 -1.446 5.401  -0.2535
18 C -0.799 -1.167 2.725  -0.4227
19 C -0.403 -1.049 1.395  0.4072
20 O 0.599 -0.213 0.980  -0.5361
21 C 1.099 0.740 1.888  -0.2559
22 C 0.020 1.707 -1.461  -0.3650
23 S 1.302 1.620 -2.718  2.3113
24 O 2.339 2.540 -2.329  -0.9513
25 O 0.671 1.832 -3.989  -0.9403
26 N 1.832 0.026 -2.711  -0.6891
27 C 2.356 -0.465 -3.975  -0.2648
28 C 3.817 -0.046 -4.151  -0.0886
29 O 4.601 -0.482 -3.062  -0.5229
30 C 4.134 0.066 -1.847  -0.0951
31 C 2.678 -0.331 -1.588  -0.2676
32 C -0.144 2.972 -0.922  -0.2776
33 H 0.466 5.314 0.525  0.1775
34 H -0.633 5.742 -0.815  0.1820
35 H -0.954 6.346 0.831  0.2029
36 H -2.877 2.389 0.955  0.2292
37 H -2.595 0.147 -0.028  0.2334
38 H -0.163 -0.637 -2.557  0.4315
39 H -2.415 -3.391 0.048  0.2392
40 H -4.618 -5.247 2.259  0.2015
41 H -3.187 -5.282 1.198  0.1793
42 H -4.490 -4.097 0.905  0.1745
43 H -1.829 -0.376 5.235  0.1754
44 H -2.177 -1.749 6.313  0.2052
45 H -0.593 -1.639 5.509  0.1762
46 H -0.323 -0.560 3.476  0.2292
47 H 0.294 1.353 2.304  0.1855
48 H 1.664 0.268 2.698  0.1787
49 H 1.768 1.378 1.311  0.2032
50 H 1.737 -0.048 -4.770  0.2440
51 H 2.273 -1.556 -3.965  0.2146
52 H 4.250 -0.504 -5.041  0.1996
53 H 3.867 1.050 -4.235  0.1746
54 H 4.788 -0.328 -1.067  0.1957
55 H 4.206 1.162 -1.878  0.1909
56 H 2.289 0.173 -0.705  0.2280
57 H 2.599 -1.414 -1.447  0.2203
58 H 0.561 3.727 -1.226  0.2516

Atomic forces in eV per Å
0.08 0.14 -0.02
-0.19 -0.14 0.08
0.15 -0.33 -0.24
0.17 0.16 -0.01
0.10 0.17 -0.19
-0.21 0.30 0.11
-0.13 -0.22 -0.42
0.00 0.29 -0.07
0.02 -0.30 -0.07
0.35 0.09 0.40
-0.04 0.04 0.18
0.01 0.07 0.10
0.19 0.24 0.19
-0.08 -0.12 -0.13
-0.18 -0.18 -0.12
-0.05 -0.16 -0.41
0.11 0.15 0.18
0.08 0.15 0.19
-0.10 -0.31 -0.30
-0.22 -0.48 0.05
0.07 0.16 0.14
0.34 -0.50 -0.31
-0.11 -0.17 0.01
-0.07 -0.12 0.19
-0.09 -0.21 -0.14
-0.46 1.13 0.02
0.32 0.11 -0.59
-0.22 -0.04 -0.17
0.08 -0.18 -0.02
-0.13 0.08 0.23
0.49 0.03 0.39
-0.08 0.51 0.29
-0.02 0.00 -0.01
0.01 -0.01 0.01
0.08 -0.03 -0.07
-0.11 0.01 0.08
-0.07 -0.04 0.00
-0.15 -0.24 0.28
-0.06 -0.11 -0.05
0.03 0.02 -0.09
-0.02 0.03 0.00
0.03 -0.01 0.01
0.02 -0.04 -0.01
0.07 0.06 -0.04
-0.04 0.01 -0.02
0.05 0.06 0.10
0.02 -0.01 -0.01
-0.04 0.02 -0.01
-0.02 0.00 0.05
0.09 -0.19 -0.10
-0.04 0.09 0.01
-0.08 0.09 0.00
0.05 -0.09 -0.06
-0.09 0.06 0.02
0.07 -0.17 0.05
0.07 -0.14 0.17
-0.06 0.09 0.05
0.02 0.20 0.07